Run 1
DFT (the ωB97M-V functional and the def2-TZVPD basis) results for a 2-piece molecular cluster, C8H14N2O overall.

Results
Frontier orbital gap ... 9.02 eV
HOMO level ... -8.3 eV
SMILES ... c1c[nH]cn1.C1CCOCC1
Charge ... 0

The geometry in XYZ format:
```
25
Properties=species:S:1:pos:R:3:nbo_charge:R:1
O -1.0303 -0.9252 0.0675 -0.539
C -1.3803 -0.3326 1.3132 -0.074
C -0.0186 -1.9108 0.2429 -0.074
C -0.1930 0.3702 1.9565 -0.438
C 1.2584 -1.3122 0.8157 -0.438
C 0.9583 -0.6181 2.1446 -0.403
H -2.2059 0.3724 1.0965 0.207
H -1.7730 -1.1114 1.9948 0.175
H 0.1502 -2.3585 -0.7554 0.207
H -0.3940 -2.7098 0.9109 0.175
H 0.1277 1.1996 1.2973 0.211
H -0.5036 0.8099 2.9238 0.222
H 2.0153 -2.1097 0.9439 0.222
H 1.6618 -0.5785 0.0914 0.211
H 0.6610 -1.3803 2.8903 0.197
H 1.8589 -0.1029 2.5306 0.219
N 0.8821 2.4026 -2.4456 -0.472
C 0.7248 1.5856 -1.4162 0.135
C -0.1391 2.0914 -3.3113 -0.108
C -0.9203 1.0775 -2.8004 -0.123
N -0.3525 0.7680 -1.5896 -0.544
H 1.3551 1.5435 -0.5280 0.184
H -0.2608 2.6137 -4.2602 0.202
H -1.8037 0.5630 -3.1783 0.213
H -0.6787 0.0528 -0.9350 0.434
```


Run 2
DFT (the ωB97M-V functional and the def2-TZVPD basis) results for C8H14N2O as an isolated structure.

Results
Frontier orbital gap ... 8.22 eV
HOMO level ... -7.6 eV
Charge ... 0

The geometry in XYZ format:
```
25
Properties=species:S:1:pos:R:3:nbo_charge:R:1
C -1.3137 -0.7449 1.1348 -0.257
C -2.0415 -1.1282 0.1559 0.135
C -2.7786 1.3972 0.6688 0.363
C -1.4597 0.6734 0.5542 -0.011
C -2.7963 -1.4456 -1.1144 -0.689
C 2.7879 -0.9240 0.9511 -0.615
C 1.3888 -0.5500 0.2004 -0.409
C 1.0143 0.9082 0.3031 -0.220
N -0.5092 1.6203 -1.4000 -0.627
N -0.3547 1.1666 -0.0589 -0.311
O -3.8237 0.8583 0.9663 -0.563
H -0.7993 -1.1575 1.9827 0.225
H -2.7299 2.5286 0.5638 0.121
H -3.7208 -0.8002 -1.0964 0.259
H -3.0734 -2.4960 -1.2262 0.236
H -2.1626 -1.3706 -2.1256 0.237
H 3.4122 -0.0816 1.0787 0.209
H 2.4985 -1.3593 1.8955 0.206
H 3.1866 -1.7256 0.2458 0.217
H 0.5233 -1.0647 0.5293 0.216
H 1.4836 -0.8188 -0.9052 0.184
H 1.2308 1.1853 1.3117 0.186
H 1.5101 1.5934 -0.4059 0.226
H -0.6947 0.6651 -1.8125 0.334
H -1.4027 2.1012 -1.2690 0.349
```


Q: What are the energies relative to the best structure? A: run 1 0.0000; run 2 0.2137, in hartree.


Run 1
DFT (the ωB97M-V functional and the def2-TZVPD basis) results for a 4-piece molecular cluster, C2H12N2O4 overall.

Results
Frontier orbital gap ... 10.28 eV
HOMO level ... -9.9 eV
SMILES ... NCC(N)=O.O.O.O
Charge ... 0

The geometry in XYZ format:
```
20
Properties=species:S:1:pos:R:3:nbo_charge:R:1
N 0.8463 1.4821 -0.3154 -0.848
C -0.0471 2.0250 0.6841 -0.305
C -0.2701 1.1252 1.9524 0.635
N -1.3526 1.1159 2.8103 -0.857
O 0.3502 0.0652 2.0142 -0.614
H 0.6151 1.8908 -1.1820 0.388
H 1.7306 1.4969 0.0892 0.386
H 0.1271 3.1810 1.0065 0.181
H -1.1649 2.1407 0.3423 0.222
H -1.6472 2.0642 3.1877 0.387
H -1.5541 0.2107 3.3907 0.436
H 1.9503 -2.3407 0.5976 0.457
H 0.5066 -2.3143 0.0971 0.485
O 1.2320 -2.8848 0.3746 -0.958
H -0.0482 -0.9853 -4.2820 0.490
H -1.5807 -0.7874 -4.0308 0.458
O -0.9082 -0.5967 -4.5700 -0.947
H 0.5939 -0.6808 -1.1705 0.507
H -0.7673 -1.4286 -1.6575 0.470
O 0.1616 -1.5255 -1.5277 -0.973
```


Run 2
DFT (the ωB97M-V functional and the def2-TZVPD basis) results for a 4-piece molecular cluster, C2H12N2O4 overall.

Results
Frontier orbital gap ... 10.78 eV
HOMO level ... -10.3 eV
SMILES ... CNC(N)=O.O.O.O
Charge ... 0

The geometry in XYZ format:
```
20
Properties=species:S:1:pos:R:3:nbo_charge:R:1
C -1.8989 -1.2453 -0.4699 -0.419
N -0.4449 -1.2388 -0.6216 -0.655
C 0.2936 -1.5581 0.5076 0.776
N 1.5785 -1.9564 0.2702 -0.832
O -0.1116 -1.3381 1.6355 -0.672
H -2.1615 -0.7947 0.4770 0.228
H -2.3025 -2.2407 -0.5914 0.188
H -2.3751 -0.6904 -1.2808 0.214
H -0.0927 -1.6225 -1.4866 0.387
H 1.8816 -2.2410 -0.6402 0.388
H 2.1013 -2.2956 1.0515 0.409
H -1.1967 1.8192 2.0463 0.476
H -0.2806 0.7659 1.4287 0.494
O -0.3019 1.6863 1.7274 -0.968
H 0.4149 2.8989 0.2792 0.508
H 1.8129 2.4928 -0.1525 0.475
O 1.0096 2.8975 -0.4933 -0.965
H -0.2069 0.6917 -1.7139 0.458
H 0.3206 2.0958 -1.8684 0.495
O -0.1721 1.4147 -2.3492 -0.985
```


Q: What are the energies relative to the best structure? A: run 1 0.0977; run 2 0.0000, in hartree.


Run 1
DFT (the ωB97M-V functional and the def2-TZVPD basis) results for C3H6F2OS as an isolated structure.

Results
Frontier orbital gap ... 9.76 eV
HOMO level ... -9.1 eV
Charge ... 0

The geometry in XYZ format:
```
13
Properties=species:S:1:pos:R:3:nbo_charge:R:1
C -0.0997 -0.5791 -0.8703 -0.438
C 1.1584 -1.0532 -0.1613 -0.581
C -0.6623 1.0447 0.0603 0.918
O -1.4792 1.7143 -0.8209 -0.721
F 0.4407 1.7478 0.3463 -0.349
F -1.2837 0.7622 1.1934 -0.336
S 0.8452 -1.7305 1.4697 -0.051
H -1.0923 -0.9929 -0.6053 0.228
H 0.0324 -0.4121 -1.9899 0.227
H 1.8956 -0.2345 -0.0192 0.242
H 1.7584 -1.8936 -0.5826 0.244
H -2.1264 2.3059 -0.3153 0.488
H 0.6128 -0.6787 2.2949 0.130
```


Run 2
DFT (the ωB97M-V functional and the def2-TZVPD basis) results for a single C3H6F2OS molecule.

Results
Frontier orbital gap ... 9.30 eV
HOMO level ... -9.5 eV
SMILES ... C=[S@@](=O)(F)[C@@H](C)F
Charge ... 0

The geometry in XYZ format:
```
13
Properties=species:S:1:pos:R:3:nbo_charge:R:1
C -0.6339 1.3690 -1.8945 -0.910
C 0.4387 -1.1457 1.4379 -0.697
C -0.0741 -1.0044 0.0146 0.154
O 1.5775 1.0336 -0.4584 -0.900
F -0.3011 2.0212 0.8943 -0.584
F -1.3205 -1.3754 -0.2124 -0.322
S 0.1623 0.9058 -0.5083 1.813
H -0.6418 2.4087 -2.0910 0.251
H -1.6184 0.8580 -1.8143 0.234
H -0.3258 -0.8574 2.0664 0.240
H 0.9651 -2.1513 1.6346 0.247
H 1.3521 -0.5219 1.6775 0.272
H 0.4199 -1.5402 -0.7464 0.201
```


Q: What are the energies relative to the best structure? A: run 1 0.0000; run 2 0.0984, in hartree.


Run 1
DFT (the ωB97M-V functional and the def2-TZVPD basis) results for an isolated ion of composition C4H12NO and charge +2.

Results
2S+1 ... 2
Frontier orbital gap (spin up / spin down) ... 12.25 / 5.58 eV
HOMO level (spin up / spin down) ... -20.5 / -20.5 eV
Charge ... +2
Expectation value of S² ... 0.754

The geometry in XYZ format:
```
18
Properties=species:S:1:pos:R:3:nbo_charge:R:1
C -1.0060 -0.9219 0.3693 -0.139
O -0.9410 -1.9779 1.3571 -0.165
C -0.0574 0.1839 0.7414 -0.103
C -0.2108 1.4329 -0.2080 -0.394
C 0.1256 1.0142 -1.6472 -0.661
N 1.3969 -0.3397 0.7544 -0.687
H -2.0716 -0.6652 0.2664 0.349
H -0.6767 -1.5135 -0.5195 0.316
H -1.3535 -2.8766 1.1656 0.567
H -0.1556 0.6157 1.7384 0.282
H 0.3444 2.2327 0.2658 0.265
H -1.2865 1.6019 -0.2591 0.255
H -0.3592 0.1061 -2.0248 0.212
H 1.1906 0.8202 -1.8431 0.221
H -0.1068 1.7654 -2.3999 0.293
H 1.5288 -1.0425 0.0155 0.445
H 2.1337 0.3512 0.5602 0.483
H 1.5049 -0.7868 1.6677 0.462
```


Run 2
DFT (the ωB97M-V functional and the def2-TZVPD basis) results for a 2-piece molecular cluster, C4H12NO overall.

Results
2S+1 ... 2
Frontier orbital gap (spin up / spin down) ... 10.32 / 7.10 eV
HOMO level (spin up / spin down) ... -19.9 / -19.9 eV
Charge ... +2
Expectation value of S² ... 0.752

The geometry in XYZ format:
```
18
Properties=species:S:1:pos:R:3:nbo_charge:R:1
C 0.7693 -1.1382 -0.9947 -0.228
C 0.7602 0.4120 -1.0686 -0.527
C -0.5941 1.0376 -1.1654 0.143
C -0.9480 2.3306 -0.7418 0.012
N 0.5192 -1.6173 0.4092 -0.692
H -0.0101 -1.5440 -1.6313 0.247
H 1.7693 -1.4447 -1.2945 0.272
H 1.0791 0.7295 -0.0561 0.285
H 1.4456 0.8371 -1.8101 0.331
H -1.3721 0.2747 -1.1470 0.225
H -1.9479 2.6114 -0.4415 0.263
H -0.2034 3.1247 -0.8460 0.243
H 1.3866 -1.6929 0.9444 0.460
H -0.1892 -1.0621 0.9085 0.474
H 0.1829 -2.5849 0.3514 0.462
H -0.4033 0.4994 3.0739 0.513
H -1.4697 -0.5951 3.0185 0.517
O -0.7744 -0.1778 2.4913 -1.002
```


Q: What are the energies relative to the best structure? A: run 1 0.0623; run 2 0.0000, in hartree.